{
  "formula": "C21H25IrN6O4S",
  "method": "ωB97M-V/def2-TZVPD",
  "charge": -1,
  "e_tot_ha": -1946.9975,
  "homo_lumo_gap_ha": [0.1074, 0.2092],
  "multiplicity": 6,
  "fmax_ev_per_a": 3.83,
  "de_lowest_ev": 4.082,
  "species": ["Ir", "N", "C", "C", "O", "N", "C", "C", "O", "O", "H", "H", "H", "H", "H", "H", "N", "C", "S", "N", "N", "C", "C", "C", "C", "C", "C", "C", "O", "H", "H", "H", "H", "H", "H", "H", "C", "N", "C", "C", "C", "C", "C", "C", "C", "C", "H", "H", "H", "H", "H", "H", "H", "H", "H", "H", "H", "H"],
  "xyz": [[-0.883, -0.654, -1.317], [-0.981, 2.508, 0.709], [-1.881, 3.284, -1.506], [-3.181, 1.368, -1.529], [-4.311, 1.809, -1.400], [-2.599, 0.231, -0.950], [-3.591, -0.732, -0.409], [-3.263, -2.095, -1.104], [-4.185, -2.931, -1.212], [-2.032, -2.301, -1.508], [-0.138, 2.473, 1.251], [-1.339, 1.547, 0.564], [-1.670, 4.025, -2.248], [-2.724, 3.578, -0.901], [-4.557, -0.242, -0.482], [-3.409, -0.989, 0.687], [2.822, -2.178, -3.318], [1.834, -1.678, -2.538], [0.226, -1.957, -3.103], [2.198, -1.048, -1.394], [1.129, -0.332, -0.793], [0.515, 0.824, -1.593], [0.591, 2.294, -1.186], [1.600, 2.985, -1.798], [1.804, 4.379, -1.588], [0.883, 5.103, -0.815], [-0.263, 4.500, -0.373], [-0.597, 3.086, -0.602], [-2.212, 2.108, -2.189], [2.586, -2.609, -4.203], [3.760, -1.840, -3.162], [0.822, 0.649, -2.617], [2.230, 2.456, -2.512], [2.719, 4.830, -1.923], [1.007, 6.195, -0.578], [-1.040, 5.057, 0.275], [-0.269, -4.724, 2.084], [-0.151, -3.276, 2.151], [-1.073, -2.595, 3.002], [0.405, -2.595, 1.032], [1.193, -1.405, 1.521], [1.997, -1.567, 2.655], [2.685, -0.521, 3.231], [2.824, 0.648, 2.452], [2.203, 0.750, 1.193], [1.390, -0.278, 0.709], [-0.158, -5.168, 3.099], [0.577, -5.058, 1.484], [-1.213, -5.087, 1.593], [-0.872, -2.861, 4.048], [-2.119, -2.771, 2.807], [-0.922, -1.516, 2.941], [-0.327, -2.345, 0.268], [1.071, -3.318, 0.476], [2.000, -2.573, 3.076], [3.030, -0.535, 4.246], [3.386, 1.562, 2.773], [2.474, 1.531, 0.521]],
  "forces_ev_per_a": [[1.4, -0.6, -0.3], [-1.2, -0.4, -0.7], [1.1, -1.0, 0.2], [1.1, 0.1, 0.9], [0.7, -0.9, -0.1], [-2.6, 1.3, -0.3], [2.0, -0.5, 0.6], [-3.5, -1.5, -0.2], [2.1, 1.4, 0.2], [-1.8, -0.1, 0.5], [0.3, -0.3, 0.4], [0.4, 0.7, 0.3], [0.2, 0.5, -0.4], [-0.1, 0.4, 0.4], [-0.4, -0.8, -0.3], [-0.1, 0.7, -1.0], [0.5, -0.2, -0.2], [0.8, 1.5, 2.4], [-0.4, 0.0, -0.1], [-0.7, -1.4, -2.9], [0.3, 1.1, 1.8], [0.2, 0.4, 1.3], [-1.4, -0.7, -1.7], [0.3, 0.2, -0.2], [-0.2, -0.1, 0.3], [-0.4, 1.2, 0.2], [-0.3, 1.7, 1.8], [0.0, -0.6, 0.7], [-0.8, -1.2, -0.4], [0.1, 0.2, 0.4], [-0.1, -0.1, 0.0], [0.5, 0.3, -0.1], [0.3, 0.0, 0.5], [0.1, 0.2, -0.2], [0.2, -1.2, -0.4], [1.4, -0.8, -1.2], [-0.2, 0.4, 0.0], [-0.1, -1.5, 0.3], [0.5, 0.5, 0.6], [1.3, -0.4, 0.0], [0.0, -0.7, -1.9], [-0.2, -0.2, 1.0], [-0.3, 0.3, -1.0], [-0.2, 1.7, -0.1], [0.0, -1.1, 0.1], [0.6, 1.3, -1.0], [-0.3, 0.2, -0.5], [-0.1, -0.3, 0.0], [0.5, 0.2, 0.4], [-0.2, -0.1, 0.0], [-0.7, -0.3, -0.3], [0.1, 0.0, -0.1], [-0.6, 0.4, -0.3], [-0.4, 0.5, 0.5], [-0.2, 0.3, 0.4], [0.6, -0.4, 0.2], [-0.4, -1.1, 0.0], [0.1, 0.6, -0.3]]
}